1.
Computed, not measured: a 3-piece molecular cluster, C2H7N5O overall, with wB97M-V/def2-TZVPD.

Each line ends with the Mulliken charge.
Cartesian coordinates (Å):
C: -0.647 0.490 0.196  0.3115
C: 2.091 -1.536 -0.265  -0.3889
H: 0.825 3.159 -0.392  0.2768
H: 1.596 1.940 1.234  0.2615
H: -2.662 0.975 -0.321  0.3003
H: -3.414 -1.102 0.454  0.4025
H: -0.361 -1.620 0.029  0.3513
H: 3.167 -1.432 -0.147  0.2763
H: 1.580 -2.327 -1.079  0.1764
N: 1.073 2.017 -0.095  -0.5463
N: -0.324 1.636 -0.340  -0.2940
N: -2.073 0.305 0.243  -0.1657
N: 0.070 -0.797 0.435  -0.0174
N: 1.394 -0.589 0.330  -0.3777
O: -2.316 -1.118 -0.281  -0.5666

Summary:
HOMO energy = -0.2910 Eh
E_LUMO = 0.023 eV


2.
Computed, not measured: one molecule with the formula C2H7N5O, with wB97M-V/def2-TZVPD.

Each line ends with the Mulliken charge.
Cartesian coordinates (Å):
H: -0.343 -2.164 -2.909  0.2416
N: -0.270 -1.651 -2.018  -0.6665
C: -0.152 -0.384 -2.281  0.0118
N: 0.004 0.634 -1.370  -0.6000
C: 0.081 0.395 -0.066  0.3870
N: 0.462 1.475 0.728  -0.0848
N: 0.041 1.743 2.064  -0.6195
N: -0.147 -0.830 0.507  -0.1421
O: 0.545 -1.056 1.715  -0.4668
H: -0.220 0.051 -3.334  0.3287
H: 0.690 2.314 0.177  0.2637
H: -0.995 1.716 2.101  0.2426
H: 0.456 1.005 2.668  0.3089
H: -0.086 -1.537 -0.215  0.4272
H: -0.066 -1.712 2.233  0.3681

Summary:
HOMO energy = -0.3244 Eh
SMILES string = [H]/N=C/N=C(/NN)NO
E_LUMO = 0.548 eV


3.
Computed, not measured: one molecule with the formula C2H7N5O, with wB97M-V/def2-TZVPD.

Each line ends with the Mulliken charge.
Cartesian coordinates (Å):
H: -2.018 1.062 1.024  0.3133
N: -2.855 0.479 0.835  -0.6129
C: -2.495 -0.503 0.092  -0.0222
N: -1.277 -0.676 -0.564  -0.1769
N: -0.557 0.539 -0.503  -0.7110
C: 0.728 0.321 -0.232  0.4773
N: 1.499 1.447 -0.159  -0.3616
N: 1.479 -0.899 -0.075  -0.1537
O: 2.624 -0.646 0.609  -0.4405
H: -3.232 -1.306 -0.077  0.3489
H: -1.505 -0.936 -1.500  0.2004
H: 1.094 2.374 -0.343  0.2503
H: 2.377 1.432 0.325  0.2135
H: 0.799 -1.539 0.393  0.3150
H: 3.337 -1.149 0.175  0.3599

Summary:
HOMO energy = -0.3161 Eh
SMILES string = [H]/N=C\N/N=C(/N)NO
E_LUMO = 0.563 eV


Energies in eV, measured from the most stable structure: 1 6.987; 2 0.000; 3 0.072.


1.
Computed, not measured: C42H35BrF10N7O6P2S5Ti as an isolated structure, with wB97M-V/def2-TZVPD.

Each line ends with the Löwdin spin population.
Cartesian coordinates (Å):
Ti: -1.105 0.753 1.060  1.7975
S: -0.099 0.061 4.380  0.5321
C: -1.496 -0.706 3.882  0.0214
N: -1.967 -0.651 2.634  0.1395
C: -3.047 -1.445 2.464  0.0557
C: -3.698 -1.663 1.231  0.0452
C: -4.746 -2.540 1.201  0.0156
C: -5.179 -3.202 2.375  0.0851
C: -4.561 -3.007 3.585  -0.0107
C: -3.475 -2.127 3.630  0.0944
S: -2.447 -1.723 4.937  0.0480
H: -3.363 -1.166 0.327  0.0065
H: -5.251 -2.737 0.265  -0.0003
H: -6.015 -3.886 2.310  0.0045
H: -4.887 -3.530 4.473  -0.0023
F: 6.070 5.687 2.717  0.0000
C: 5.385 4.645 2.268  0.0000
C: 5.923 3.830 1.289  0.0000
F: 7.129 4.088 0.796  0.0000
C: 5.195 2.741 0.842  0.0001
F: 5.784 1.983 -0.088  0.0000
C: 3.926 2.437 1.320  0.0004
P: 2.929 0.989 0.736  0.0026
C: 3.857 -0.409 1.469  0.0005
C: 5.138 -0.838 1.118  0.0002
C: 5.712 -1.924 1.759  0.0000
C: 5.020 -2.595 2.761  0.0001
C: 3.750 -2.177 3.122  0.0004
C: 3.172 -1.094 2.473  0.0049
C: 3.336 0.925 -1.045  0.0002
C: 3.103 2.050 -1.835  0.0001
C: 3.215 1.986 -3.214  0.0000
C: 3.562 0.793 -3.833  0.0001
C: 3.793 -0.334 -3.059  0.0000
C: 3.671 -0.272 -1.677  0.0001
C: 3.405 3.279 2.310  0.0006
Br: 1.707 3.003 3.082  0.0039
C: 4.128 4.364 2.778  0.0001
F: 3.645 5.165 3.723  0.0000
H: 5.687 -0.327 0.340  0.0000
H: 6.706 -2.248 1.478  0.0000
H: 5.474 -3.442 3.258  0.0000
H: 3.203 -2.694 3.900  0.0002
H: 2.173 -0.772 2.742  0.0086
H: 2.816 2.987 -1.373  0.0000
H: 3.026 2.871 -3.807  0.0000
H: 3.655 0.745 -4.910  0.0000
H: 4.078 -1.267 -3.532  0.0000
H: 3.851 -1.162 -1.088  0.0000
F: -1.377 2.309 2.546  0.0247
P: -2.990 2.892 2.526  0.0018
F: -3.268 1.963 3.807  0.0011
F: -2.613 3.706 1.199  0.0012
F: -2.541 4.096 3.448  0.0002
F: -4.507 3.325 2.444  0.0000
F: -3.266 1.560 1.571  0.0126
C: 2.761 -3.520 -0.374  0.0000
C: 3.008 -4.334 -1.630  0.0000
S: 1.519 -5.005 -2.362  0.0000
O: 1.929 -5.929 -3.385  0.0000
O: 0.647 -5.432 -1.298  0.0001
C: 0.722 -3.613 -3.206  0.0001
C: -0.621 -3.197 -2.625  0.0003
N: -0.487 -2.515 -1.339  0.0024
C: -0.025 -1.255 -1.184  0.0014
N: 0.127 -0.953 0.106  0.0192
C: -0.214 -2.081 0.808  0.0066
C: -0.618 -3.041 -0.067  0.0060
N: -1.329 -4.234 0.280  0.0010
O: -1.193 -4.616 1.425  0.0023
O: -2.071 -4.729 -0.541  0.0003
C: 0.293 -0.340 -2.307  0.0002
H: 3.711 -3.279 0.103  0.0000
H: 2.149 -4.082 0.331  0.0000
H: 2.254 -2.578 -0.594  0.0000
H: 3.614 -5.221 -1.437  0.0000
H: 3.511 -3.767 -2.417  0.0000
H: 0.590 -3.954 -4.233  0.0000
H: 1.434 -2.789 -3.225  0.0000
H: -1.268 -4.054 -2.480  0.0000
H: -1.118 -2.507 -3.308  0.0000
H: -0.133 -2.154 1.877  0.0012
H: 1.113 -0.724 -2.913  -0.0001
H: 0.616 0.614 -1.897  0.0003
H: -0.569 -0.178 -2.954  -0.0001
N: -7.818 3.983 -0.961  0.0001
C: -6.708 3.208 -1.225  0.0001
C: -6.369 2.147 -0.375  0.0000
C: -5.271 1.363 -0.647  0.0002
C: -4.492 1.615 -1.771  0.0001
C: -4.827 2.650 -2.630  0.0002
C: -5.929 3.440 -2.362  0.0000
S: -3.044 0.661 -2.052  0.0021
O: -3.331 -0.722 -1.742  0.0010
O: -2.570 0.983 -3.380  -0.0005
N: -1.967 1.123 -0.951  0.0143
C: -1.206 2.231 -1.110  0.0223
S: -1.273 3.491 -2.291  0.0087
C: -0.027 4.326 -1.423  0.0014
C: 0.364 3.611 -0.348  0.0018
N: -0.282 2.412 -0.186  0.0094
H: -8.149 3.986 -0.012  0.0000
H: -7.860 4.881 -1.410  0.0000
H: -6.964 1.956 0.509  0.0000
H: -5.008 0.559 0.026  0.0001
H: -4.223 2.832 -3.508  0.0000
H: -6.188 4.249 -3.034  0.0000
H: 0.346 5.281 -1.754  0.0001
H: 1.118 3.905 0.368  0.0001

Summary:
HOMO energy (spin up / spin down) = -0.2627 / -0.2949 Eh
⟨S²⟩ = 3.787
2S+1 = 4
E_LUMO (spin up / spin down) = -0.452 / -3.458 eV


2.
Computed, not measured: C42H35BrF10N7O6P2S5Ti as an isolated structure, with wB97M-V/def2-TZVPD.

Each line ends with the Löwdin spin population.
Cartesian coordinates (Å):
Ti: -0.972 0.119 1.426  0.9320
S: -2.211 0.314 4.849  0.0046
C: -3.229 0.216 3.535  0.0013
N: -2.955 0.003 2.225  0.0037
C: -4.142 -0.171 1.490  0.0046
C: -4.250 -0.472 0.136  0.0017
C: -5.500 -0.608 -0.444  0.0002
C: -6.663 -0.440 0.298  -0.0004
C: -6.582 -0.143 1.647  0.0002
C: -5.327 -0.016 2.223  0.0002
S: -4.952 0.308 3.882  -0.0009
H: -3.367 -0.595 -0.459  0.0011
H: -5.564 -0.863 -1.495  0.0000
H: -7.630 -0.541 -0.176  0.0000
H: -7.469 -0.019 2.255  0.0000
F: 5.448 3.424 4.443  0.0002
C: 4.697 2.537 3.811  0.0006
C: 5.024 2.128 2.535  0.0000
F: 6.115 2.610 1.948  0.0000
C: 4.231 1.210 1.868  0.0027
F: 4.662 0.874 0.654  0.0079
C: 3.081 0.656 2.432  0.0208
P: 1.817 -0.360 1.486  0.0396
C: 2.395 -2.049 1.901  -0.0016
C: 2.043 -3.100 1.055  0.0008
C: 2.382 -4.406 1.374  0.0001
C: 3.070 -4.678 2.547  -0.0003
C: 3.446 -3.637 3.380  -0.0001
C: 3.114 -2.329 3.060  -0.0006
C: 2.366 -0.154 -0.223  0.2538
C: 1.682 0.963 -0.971  0.0914
C: 2.525 1.471 -2.102  0.2147
C: 3.541 0.743 -2.612  0.0060
C: 3.873 -0.519 -2.066  0.2898
C: 3.308 -0.924 -0.857  0.0028
C: 2.824 1.039 3.762  0.0031
Br: 1.506 0.180 4.782  0.0001
C: 3.599 1.970 4.429  0.0007
F: 3.325 2.309 5.684  0.0002
H: 1.518 -2.895 0.132  0.0006
H: 2.096 -5.207 0.705  0.0000
H: 3.328 -5.698 2.801  0.0000
H: 4.001 -3.842 4.287  0.0000
H: 3.431 -1.532 3.717  0.0000
H: 1.453 1.794 -0.299  0.0159
H: 2.251 2.420 -2.533  0.0128
H: 4.102 1.121 -3.456  -0.0051
H: 4.630 -1.128 -2.541  0.0169
H: 3.701 -1.802 -0.360  -0.0040
F: -0.317 1.452 2.686  0.0052
P: -0.668 3.146 2.406  0.0011
F: -1.052 4.622 1.999  0.0001
F: -1.172 3.291 3.878  0.0002
F: -2.125 2.569 1.922  0.0014
F: 0.827 3.481 2.819  0.0001
F: -0.131 2.862 0.886  0.0050
C: -0.171 6.300 -1.635  0.0000
C: -0.686 6.348 -3.066  0.0001
S: -0.660 4.721 -3.842  0.0005
O: -0.768 4.876 -5.265  0.0001
O: 0.444 3.967 -3.304  0.0014
C: -2.186 3.954 -3.245  0.0071
C: -2.193 2.446 -3.519  0.0093
N: -1.394 1.660 -2.572  0.1288
C: -1.709 1.518 -1.244  0.0268
N: -0.862 0.814 -0.570  0.0620
C: 0.235 0.433 -1.468  0.0915
C: -0.244 0.942 -2.795  0.3296
N: 0.179 0.467 -4.014  0.0816
O: 1.038 -0.427 -3.987  0.1589
O: -0.336 0.876 -5.066  0.1275
C: -2.956 2.120 -0.713  0.0037
H: -0.063 7.312 -1.248  0.0000
H: 0.802 5.812 -1.610  0.0000
H: -0.843 5.752 -0.974  0.0000
H: -0.062 6.967 -3.710  0.0000
H: -1.717 6.696 -3.134  0.0001
H: -2.988 4.437 -3.801  0.0005
H: -2.257 4.189 -2.184  0.0002
H: -1.804 2.250 -4.512  -0.0003
H: -3.218 2.080 -3.480  0.0028
H: 0.316 -0.651 -1.504  0.0170
H: -3.768 1.998 -1.430  0.0007
H: -2.820 3.184 -0.515  0.0007
H: -3.241 1.650 0.218  0.0015
N: 2.420 -6.300 -2.982  0.0000
C: 1.475 -5.438 -2.488  0.0000
C: 1.431 -4.108 -2.927  0.0003
C: 0.506 -3.234 -2.403  0.0024
C: -0.380 -3.659 -1.420  0.0001
C: -0.364 -4.980 -0.987  -0.0001
C: 0.557 -5.860 -1.515  0.0000
S: -1.621 -2.542 -0.851  0.0005
O: -1.798 -1.549 -1.880  0.0021
O: -2.744 -3.332 -0.431  -0.0002
N: -1.012 -1.729 0.472  -0.0024
C: -1.065 -2.345 1.685  0.0051
S: -1.455 -3.983 2.077  0.0009
C: -1.106 -3.635 3.737  0.0039
C: -0.787 -2.338 3.890  -0.0006
N: -0.759 -1.604 2.727  0.0030
H: 2.908 -6.029 -3.816  0.0000
H: 2.284 -7.286 -2.850  0.0000
H: 2.113 -3.762 -3.695  0.0002
H: 0.465 -2.226 -2.783  0.0012
H: -1.089 -5.308 -0.256  0.0000
H: 0.568 -6.894 -1.190  0.0000
H: -1.177 -4.398 4.492  0.0002
H: -0.569 -1.856 4.826  0.0000

Summary:
HOMO energy (spin up / spin down) = -0.2662 / -0.2667 Eh
⟨S²⟩ = 3.803
2S+1 = 4
E_LUMO (spin up / spin down) = -0.419 / -1.939 eV


Energies in eV, measured from the most stable structure: 1 0.000; 2 1.783.


1.
Computed, not measured: a 3-piece molecular cluster, C3H11O2S overall, with wB97M-V/def2-TZVPD.

Each line ends with the Mulliken charge.
Cartesian coordinates (Å):
C: -0.256 0.832 -1.284  -0.7450
C: -0.501 2.081 -0.431  -0.5643
C: 0.012 1.952 1.027  -0.7678
S: 1.741 1.645 1.065  -0.6522
H: -0.433 -0.059 -0.654  0.1202
H: -0.943 0.721 -2.172  0.3151
H: 0.838 0.767 -1.600  0.2369
H: -1.490 2.479 -0.492  0.4238
H: 0.110 2.940 -0.965  0.1854
H: -0.277 2.951 1.438  0.2242
H: -0.521 1.240 1.532  0.3972
H: -0.858 -4.328 0.645  0.3495
H: -0.218 -4.256 -0.615  0.3010
O: -0.684 -4.909 -0.197  -0.6531
H: 1.227 -0.711 1.279  0.1640
H: 1.303 -1.699 0.278  0.3160
O: 0.950 -1.646 1.147  -0.6512

Summary:
HOMO energy = -0.1013 Eh
Total charge = -1
E_LUMO = 3.499 eV


2.
Computed, not measured: a 3-piece molecular cluster, C3H11O2S overall, with wB97M-V/def2-TZVPD.

Each line ends with the Mulliken charge.
Cartesian coordinates (Å):
C: 2.020 -1.615 -1.203  -1.1094
C: 1.285 -0.278 -1.298  -0.2186
C: 1.420 0.587 -0.050  -0.7548
S: 0.282 0.173 1.314  -0.6796
H: 3.045 -1.485 -0.821  0.2815
H: 2.069 -2.174 -2.140  0.3325
H: 1.562 -2.219 -0.417  0.2688
H: 1.535 0.257 -2.224  0.3680
H: 0.225 -0.532 -1.365  0.1367
H: 1.280 1.625 -0.363  0.2359
H: 2.434 0.549 0.368  0.2934
H: -1.739 1.049 0.314  0.1617
H: -2.360 -0.223 0.035  0.3523
O: -2.439 0.695 -0.284  -0.6718
H: -3.464 0.760 3.363  0.3113
H: -3.225 1.532 2.066  0.3595
O: -3.931 1.298 2.705  -0.6675

Summary:
HOMO energy = -0.1090 Eh
Total charge = -1
E_LUMO = 3.801 eV


Energies in eV, measured from the most stable structure: 1 0.718; 2 0.000.